a | The molecule C19H19N3O4. Source: OMol25; level of theory: ωB97M-V with the def2-TZVPD basis set.

Geometry as XYZ:
```
45
Properties=species:S:1:pos:R:3:lowdin_charge:R:1
C -1.41158 -2.61605 -1.75932 0.004
C -0.16664 -2.04528 -1.18196 -0.228
N 0.80882 -1.58148 -2.01875 0.142
C 1.90085 -1.18184 -1.29285 -0.216
C 3.09770 -0.60698 -1.69702 -0.028
C 4.00426 -0.27593 -0.71118 -0.099
C 3.72922 -0.50726 0.63884 -0.086
C 2.54325 -1.07892 1.04527 -0.011
C 1.61679 -1.42744 0.06722 -0.123
C 0.28351 -1.96617 0.11960 -0.075
C -0.38921 -2.27108 1.38028 -0.328
O 0.12437 -2.86702 2.29429 0.123
C -1.80878 -1.69108 1.53602 -0.013
N -1.93319 -0.44068 0.82501 0.060
C -2.86766 -0.14769 -0.12878 -0.327
O -3.80438 -0.82700 -0.45137 0.143
C -2.42625 1.21078 -0.69318 -0.303
O -2.92709 1.84298 -1.58274 0.152
N -1.30425 1.54678 0.02025 0.101
C -0.49460 2.72270 -0.26793 -0.218
C -0.13954 3.53643 0.99005 -0.121
C 1.36790 3.35764 1.17454 -0.185
C 1.88374 3.23561 -0.25517 -0.177
C 0.84836 2.32655 -0.91178 -0.113
C -0.98519 0.57532 0.95948 -0.404
O -0.09021 0.59057 1.75182 0.178
H -2.01374 -3.09961 -0.99749 0.082
H -1.16153 -3.35606 -2.52000 0.091
H -2.01456 -1.84152 -2.23499 0.086
H 0.74434 -1.58216 -3.02340 0.167
H 3.30464 -0.42081 -2.74027 0.108
H 4.94600 0.17442 -0.98758 0.100
H 4.46678 -0.22852 1.37629 0.101
H 2.32492 -1.25582 2.08567 0.117
H -1.99614 -1.54803 2.60456 0.145
H -2.56027 -2.37452 1.13273 0.136
H -1.10717 3.30999 -0.95772 0.149
H -0.37726 4.58640 0.81810 0.115
H -0.70196 3.19790 1.85786 0.113
H 1.56454 2.43190 1.71412 0.101
H 1.81690 4.18713 1.71717 0.109
H 1.88992 4.21375 -0.73893 0.113
H 2.88458 2.81171 -0.30677 0.104
H 1.07553 1.28974 -0.66154 0.099
H 0.82417 2.42306 -1.99606 0.118
```

Values from the calculation:
net charge: 0
SMILES: Cc1[nH]c2ccccc2c1C(=O)CN1C(=O)C(=O)N(C2CCCC2)C1=O
orbital gap: 7.99 eV

b | The molecule C19H19N3O4. Source: OMol25; level of theory: ωB97M-V with the def2-TZVPD basis set.

Geometry as XYZ:
```
45
Properties=species:S:1:pos:R:3:lowdin_charge:R:1
C -0.52847 7.01228 -1.35834 -0.036
C 0.21902 5.80250 -0.93013 -0.345
C 1.61820 5.61881 -0.88557 0.015
C 1.81255 4.34429 -0.41289 -0.247
C 3.09233 3.60914 -0.23981 -0.030
N 0.56557 3.82416 -0.19734 -0.054
C 0.17199 2.56890 0.25940 -0.167
C 0.93743 1.82018 1.15266 0.000
C 0.48528 0.58815 1.57638 0.004
C -0.73657 0.08566 1.13239 -0.129
C -1.17543 -1.23165 1.63463 -0.446
O -0.54284 -1.92330 2.39430 0.126
O -2.38287 -1.58939 1.14344 -0.016
C -2.92120 -2.82101 1.59173 -0.058
C -2.59456 -4.02103 0.69706 -0.469
O -3.06400 -5.11261 0.92840 0.069
N -1.79131 -3.74966 -0.34730 0.097
C -1.25560 -4.79457 -1.20059 -0.082
C 0.17684 -5.06650 -0.87944 -0.263
C 0.75923 -5.96878 -0.03983 -0.015
C 2.15260 -5.72131 -0.09780 -0.061
C 2.31131 -4.68450 -0.96206 -0.125
O 1.12316 -4.27728 -1.44002 0.044
C -1.51239 0.84730 0.25793 0.001
C -1.06161 2.07469 -0.17267 0.006
N -0.39203 4.71109 -0.52708 0.125
H -1.59571 6.82915 -1.27538 0.075
H -0.26005 7.86248 -0.73287 0.078
H -0.28469 7.26091 -2.39038 0.078
H 2.37248 6.32463 -1.16826 0.108
H 3.85093 4.07258 -0.86672 0.084
H 2.98722 2.56472 -0.52810 0.083
H 3.44140 3.65541 0.79238 0.082
H 1.86315 2.20753 1.54244 0.103
H 1.06371 -0.00234 2.27057 0.123
H -2.54350 -3.05174 2.59509 0.140
H -4.00590 -2.69926 1.63257 0.143
H -1.39156 -2.82847 -0.43983 0.141
H -1.35433 -4.48587 -2.24534 0.132
H -1.85427 -5.68805 -1.01216 0.130
H 0.25569 -6.71207 0.54266 0.114
H 2.92221 -6.24363 0.43188 0.100
H 3.18234 -4.16540 -1.30967 0.117
H -2.46541 0.46960 -0.07712 0.119
H -1.65033 2.68428 -0.83919 0.108
```

Values from the calculation:
net charge: 0
SMILES: Cc1cc(C)n(-c2ccc(C(=O)OCC(=O)NCc3ccco3)cc2)n1
orbital gap: 8.77 eV

Ranking the structures above by energy, a is first and the second is 2.083 eV behind.